Entry 1:
This record from OMol25 describes a 3-piece molecular cluster, C38H63N3O5 overall in a non-equilibrium geometry. The level of theory is the ωB97M-V functional and the def2-TZVPD basis.

Each line ends with the Löwdin spin population.
Geometry (Å):
C: -3.96328 -2.72016 1.82034  0.00
O: -4.12573 -3.25166 0.50765  0.00
C: -4.86841 -2.37582 -0.34430  0.00
C: -4.65388 -2.71811 -1.87377  0.00
C: -3.43944 -1.93056 -2.51356  0.00
C: -2.23049 -2.81906 -2.97133  0.00
C: -1.58594 -3.71910 -1.85397  0.00
C: -1.20884 -2.94436 -0.51594  0.00
C: 0.31859 -2.60476 -0.37821  0.00
C: 0.79574 -1.28569 -1.09890  0.00
C: -0.31353 -0.21868 -1.38088  0.00
C: -0.98128 0.40262 -0.12180  0.00
C: -0.69503 0.04371 1.25026  0.00
C: -1.40574 0.67435 2.35482  0.00
N: -1.12892 0.29960 3.73756  0.00
C: -2.43575 1.67550 2.14222  0.00
C: -2.74702 2.02565 0.76966  0.00
C: -2.02542 1.41832 -0.36305  0.00
C: -2.41953 1.89178 -1.77489  0.00
O: -1.67043 2.00760 -2.71833  0.00
C: -3.90467 2.30669 -1.99359  0.00
C: -4.54419 2.86702 -0.94860  0.00
C: -3.87454 3.05907 0.44437  0.00
O: -4.21226 3.90270 1.23362  0.00
H: -3.93462 -1.59754 1.83139  0.00
H: -4.75815 -3.04183 2.54155  0.00
H: -2.95825 -3.07203 2.18752  0.00
H: -4.67878 -1.28246 -0.13943  0.00
H: -5.96062 -2.54666 -0.11881  0.00
H: -4.51658 -3.81459 -2.02383  0.00
H: -5.58326 -2.33133 -2.37757  0.00
H: -3.14071 -1.14279 -1.76200  0.00
H: -3.80570 -1.36489 -3.40817  0.00
H: -1.44803 -2.19006 -3.47456  0.00
H: -2.62730 -3.52087 -3.76059  0.00
H: -0.72312 -4.32899 -2.23298  0.00
H: -2.36957 -4.47009 -1.55170  0.00
H: -1.89333 -2.08231 -0.31709  0.00
H: -1.43473 -3.68438 0.30541  0.00
H: 0.64916 -2.60845 0.69535  0.00
H: 0.87838 -3.45838 -0.85930  0.00
H: 1.56223 -0.79699 -0.43081  0.00
H: 1.33941 -1.49329 -2.07688  0.00
H: 0.17580 0.63005 -1.93583  0.00
H: -1.13835 -0.56901 -2.04955  0.00
H: 0.05616 -0.73772 1.47972  0.00
H: -1.28763 -0.71297 3.77812  0.00
H: -0.17140 0.52617 4.00586  0.00
H: -2.94375 2.13024 3.01431  0.00
H: -4.36675 2.14840 -2.99645  0.00
H: -5.59742 3.20032 -1.09535  0.00
C: 0.46635 3.35252 7.38616  0.00
C: 1.17507 4.50862 6.62777  0.02
C: 0.80061 5.86539 7.25524  0.01
C: -0.61642 6.32225 6.93050  0.00
C: -0.86449 6.29637 5.42431  0.01
C: -0.53855 4.92966 4.80220  0.03
N: 0.81956 4.43879 5.17997  0.34
O: 1.71067 5.15094 4.50836  0.58
C: -1.62299 3.91331 5.22624  0.00
C: -0.71706 5.02383 3.27256  0.00
C: 2.67217 4.26302 6.89059  0.00
H: 0.20665 2.53447 6.71201  0.00
H: 1.11073 2.91232 8.15025  0.00
H: -0.43700 3.67649 7.90507  0.00
H: 1.49817 6.63470 6.90704  0.00
H: 0.92570 5.81824 8.34202  0.00
H: -1.35139 5.70568 7.45280  0.00
H: -0.76515 7.34070 7.30185  0.00
H: -1.90610 6.56003 5.22404  0.00
H: -0.25692 7.07654 4.95239  0.00
H: -1.39488 2.91372 4.84679  0.00
H: -2.59909 4.19854 4.82552  0.00
H: -1.76547 3.84325 6.30209  0.00
H: -0.08378 5.78796 2.81983  0.00
H: -1.74667 5.28629 3.01908  0.00
H: -0.49673 4.06661 2.79182  0.00
H: 2.99322 3.30808 6.46705  0.00
H: 2.86766 4.23739 7.96504  0.00
H: 3.30417 5.05195 6.47985  0.00
C: 2.70732 -3.93360 -6.85296  0.00
C: 3.16881 -2.64606 -6.11612  0.03
C: 4.57524 -2.23509 -6.59246  0.01
C: 5.69043 -3.12128 -6.05307  0.00
C: 5.60756 -3.23377 -4.53353  0.01
C: 4.22047 -3.69186 -4.05561  0.03
N: 3.11579 -2.87650 -4.64162  0.34
O: 3.12374 -1.69536 -4.04530  0.57
C: 4.03881 -5.18698 -4.40147  0.00
C: 4.19251 -3.67749 -2.51553  0.00
C: 2.17564 -1.56940 -6.59081  0.00
H: 2.08767 -4.56011 -6.20930  0.00
H: 2.09028 -3.70430 -7.72415  0.00
H: 3.54085 -4.53194 -7.22410  0.00
H: 4.77806 -1.20312 -6.28662  0.00
H: 4.61032 -2.23501 -7.68668  0.00
H: 5.65744 -4.11045 -6.51525  0.00
H: 6.65985 -2.69621 -6.32978  0.00
H: 6.37353 -3.92861 -4.17946  0.00
H: 5.85224 -2.26077 -4.09327  0.00
H: 3.04047 -5.53528 -4.12520  0.00
H: 4.76095 -5.79856 -3.85547  0.00
H: 4.20026 -5.41790 -5.45152  0.00
H: 4.41074 -2.69318 -2.09898  0.00
H: 4.94416 -4.36027 -2.11377  0.00
H: 3.21832 -4.00198 -2.13918  0.00
H: 1.15610 -1.81246 -6.28118  0.00
H: 2.18845 -1.49829 -7.68069  0.00
H: 2.42284 -0.57603 -6.21304  0.00

**HOMO energy (spin up / spin down)**: -8.638 / -9.169 eV
**Lowest unoccupied orbital energy (spin up / spin down)**: -0.76 / -0.76 eV
**Frontier orbital gap (spin up / spin down)**: 7.9 / 8.4 eV
**2S+1**: 3

---

Entry 2:
This record from OMol25 describes C16H20BO10S2Sn as an isolated structure in a non-equilibrium geometry. The level of theory is the ωB97M-V functional and the def2-TZVPD basis.

Each line ends with the natural charge from an NBO analysis.
Geometry (Å):
Sn: 0.59552 -0.51861 -1.58188  1.56
B: -1.07691 -3.19314 -1.13990  -0.90
H: -0.48995 -3.18336 -2.04524  -0.03
H: -0.42922 -3.12403 -0.27969  -0.02
H: -1.77531 -2.37285 -1.07986  0.03
H: -1.69499 -4.07449 -1.21351  0.02
C: -4.39787 -0.12008 -2.83372  -0.52
C: -5.51610 0.24673 -2.08988  0.42
C: -5.44360 0.55177 -0.56072  0.37
O: -6.46837 0.64456 0.24637  -0.75
C: -4.27136 0.66790 -0.01196  -0.50
C: -3.02445 0.46937 -0.71814  0.45
C: -3.09729 0.10561 -2.30073  0.41
O: -2.02409 -0.23628 -2.82630  -0.74
O: -1.92925 0.49910 -0.09596  -0.69
O: -6.58467 0.01916 -2.72716  -0.70
H: -4.51876 -0.47093 -3.84796  0.19
H: -4.29796 0.79299 1.06044  0.21
C: 2.74875 1.30750 2.65565  -0.52
C: 2.54400 1.09469 3.96971  0.41
C: 1.38793 0.23415 4.51280  0.38
O: 1.10141 0.14873 5.79267  -0.75
C: 0.60500 -0.46279 3.64607  -0.53
C: 0.76243 -0.27120 2.15764  0.46
C: 2.01299 0.69955 1.66969  0.42
O: 2.40259 0.74968 0.54139  -0.73
O: 0.20838 -0.93452 1.28822  -0.65
O: 3.55473 1.41938 4.70512  -0.72
H: 3.60661 1.89871 2.37114  0.18
H: -0.19015 -1.08919 4.02256  0.21
C: 3.06182 -3.69241 0.41179  -0.84
S: 3.78771 -3.28347 -1.18474  1.21
O: 2.88144 -2.20574 -1.76459  -1.00
C: 5.31806 -2.32238 -0.70356  -0.83
H: 1.98685 -3.86892 0.37462  0.31
H: 3.20881 -2.93045 1.17724  0.26
H: 3.52513 -4.61069 0.77267  0.21
H: 4.94848 -1.42234 -0.21219  0.26
H: 5.71625 -1.90609 -1.62889  0.23
H: 6.00240 -2.75025 0.02905  0.22
C: -1.82515 3.63438 -1.36493  -0.84
S: -0.18468 3.69109 -2.15154  1.21
O: 0.29123 2.25472 -2.29113  -1.00
C: 0.71208 4.08815 -0.52294  -0.78
H: -2.75997 3.46911 -1.90056  0.26
H: -2.04498 4.67773 -1.13868  0.20
H: -1.84413 3.06811 -0.43376  0.29
H: 1.74175 4.21563 -0.85706  0.22
H: 0.92665 3.38271 0.27982  0.28
H: 0.25022 5.01303 -0.17745  0.20

**Total charge**: -3
**HOMO energy**: 0.928 eV
**Lowest unoccupied orbital energy**: 4.95 eV
**Frontier orbital gap**: 4.0 eV

---

Number 1: E -2025.97334 Ha. Number 2: E -2409.24272 Ha.